# 1
DFT (ωB97M-V/def2-TZVPD) results for an isolated ion of composition C4H7N4 and charge +1 in a non-equilibrium geometry.

Results
Electronic energy = -375.232550 Ha
Charge = +1
Strongest force on any atom = 2.25 eV Å⁻¹

Structure (XYZ):
```
15
Properties=species:S:1:pos:R:3:nbo_charge:R:1
N 1.141 -1.444 0.081 -0.203
N 0.096 -0.984 0.757 -0.134
N -1.301 0.924 0.260 -0.308
N -1.924 -1.242 -0.187 -0.462
C 1.198 0.868 -0.105 -0.513
C 1.794 -0.452 -0.417 0.206
C -2.054 0.037 -0.281 0.185
C -0.032 0.464 0.728 0.007
H -0.366 -1.612 1.405 0.464
H 0.928 1.437 -0.997 0.290
H 2.709 -0.616 -0.962 0.250
H 1.921 1.479 0.446 0.285
H -2.249 -1.915 -0.866 0.404
H -2.899 0.471 -0.831 0.245
H 0.024 0.877 1.747 0.284
```

# 2
DFT (ωB97M-V/def2-TZVPD) results for C10H14I2O as an isolated structure in a non-equilibrium geometry.

Results
Electronic energy = -1060.003015 Ha
Strongest force on any atom = 5.22 eV Å⁻¹

Structure (XYZ):
```
27
Properties=species:S:1:pos:R:3:nbo_charge:R:1
I -1.958 2.850 1.647 0.190
I 0.926 3.584 -0.182 0.165
O 1.341 1.281 2.207 -0.534
C 1.299 0.238 -1.162 -0.407
C -0.896 1.021 -0.630 -0.361
C -0.903 -1.587 -0.868 -0.617
C -0.389 1.965 0.428 -0.374
C 0.900 -0.162 0.230 -0.213
C 1.632 -1.280 0.904 -0.623
C -0.672 -0.383 0.055 0.043
C 0.095 0.975 -1.800 -0.421
C -1.343 -0.660 1.354 -0.644
C 0.852 1.019 1.162 0.655
H 2.724 -1.242 0.696 0.229
H -2.408 -0.808 1.180 0.224
H 1.165 -2.159 0.364 0.216
H -2.053 1.294 -0.789 0.248
H -0.292 -1.480 -1.670 0.205
H 1.570 -0.712 -1.709 0.217
H -0.362 0.218 -2.481 0.216
H -1.216 0.146 2.089 0.228
H 2.088 0.859 -1.104 0.225
H 1.444 -1.191 2.055 0.243
H -0.804 -2.440 -0.317 0.215
H -0.935 -1.670 1.782 0.218
H 0.222 1.930 -2.264 0.241
H -2.028 -1.604 -1.175 0.217
```

# 3
DFT (ωB97M-V/def2-TZVPD) results for one molecule with the formula C4H7NO in a non-equilibrium geometry.

Results
Electronic energy = -286.381830 Ha
Strongest force on any atom = 4.54 eV Å⁻¹
SMILES = C1OC[C@@H]2N[C@@H]12

Structure (XYZ):
```
13
Properties=species:S:1:pos:R:3:nbo_charge:R:1
O -1.564 -0.083 -0.102 -0.554
N 1.907 0.117 -0.188 -0.497
C 0.632 -0.611 -0.294 -0.159
C -0.770 1.184 -0.060 -0.122
C -0.584 -1.171 0.251 -0.095
C 0.577 0.680 0.298 -0.123
H 0.764 0.461 1.352 0.180
H -0.947 -1.831 -0.471 0.199
H -1.133 2.026 0.691 0.213
H -0.909 1.296 -1.161 0.224
H 0.392 -0.682 -1.426 0.186
H 2.507 -0.265 0.631 0.361
H -0.642 -1.647 1.339 0.188
```

# 4
DFT (ωB97M-V/def2-TZVPD) results for a 2-piece molecular cluster, C5H7N2O3 overall in a non-equilibrium geometry.

Results
Electronic energy = -529.938930 Ha
Charge = -1
Strongest force on any atom = 2.02 eV Å⁻¹

Structure (XYZ):
```
17
Properties=species:S:1:pos:R:3:nbo_charge:R:1
O -1.314 2.440 -2.322 -0.719
O -0.693 0.427 -3.147 -0.721
O -0.236 -1.292 2.487 -0.615
N -1.856 -0.274 -0.612 -0.324
N -1.031 0.512 -1.041 -0.167
C -0.025 -1.783 1.381 0.336
C 0.936 1.120 1.119 -0.684
C -1.068 1.255 -2.314 0.833
C 0.736 -1.250 0.285 -0.440
C 1.109 0.042 0.107 0.010
H -1.407 -0.933 0.091 0.285
H 0.526 2.011 0.647 0.234
H 0.279 0.785 1.916 0.248
H 1.640 0.312 -0.795 0.208
H -0.406 -2.810 1.175 0.097
H 0.906 -1.943 -0.532 0.212
H 1.904 1.382 1.553 0.206
```

# 5
DFT (ωB97M-V/def2-TZVPD) results for C26H24FMnN4O5 as an isolated structure.

Results
Electronic energy = -2850.863520 Ha
Multiplicity = 5
Charge = +2
Strongest force on any atom = 0.86 eV Å⁻¹

Structure (XYZ):
```
61
Properties=species:S:1:pos:R:3:nbo_charge:R:1
Mn -0.566 -1.034 -4.110 1.762
F -3.220 -0.827 2.081 -0.308
O 1.209 -1.379 -4.000 -0.788
O -2.307 -1.170 -4.533 -0.722
O 3.214 -1.817 -3.158 -0.542
O -4.171 -0.002 -4.967 -0.487
O -0.812 -1.075 -2.179 -0.721
N -1.298 -1.037 4.180 -0.471
N -0.785 0.874 -4.891 -0.562
N 2.064 -1.424 0.709 -0.325
N -1.213 -0.128 6.605 -0.494
C 3.577 -0.149 2.222 -0.627
C -2.073 1.132 -5.040 0.137
C 1.484 -1.376 -1.617 -0.347
C 2.383 -1.484 -0.580 0.198
C 1.529 1.590 -5.042 -0.250
C 2.423 2.594 -5.277 -0.153
C -2.596 -0.549 6.187 -0.235
C -0.233 -1.108 0.079 -0.170
C -2.576 2.390 -5.367 -0.232
C -1.682 3.406 -5.546 -0.065
C -0.297 3.167 -5.425 -0.122
C 0.130 -1.176 -1.320 0.521
C -0.221 -1.246 6.349 -0.221
C 1.990 3.909 -5.576 -0.186
C 0.732 -1.240 1.080 0.276
C -0.654 -1.983 5.083 -0.246
C 3.149 -1.512 1.714 -0.209
C 2.063 -1.533 -2.983 0.792
C -2.631 -0.649 4.660 -0.233
C 0.661 4.187 -5.652 -0.153
C -1.917 -0.932 1.771 0.343
C -2.990 -0.041 -4.842 0.738
C -1.574 -0.949 0.458 -0.184
C 0.144 1.866 -5.103 0.251
C 0.359 -1.192 2.431 -0.324
C -0.964 -1.057 2.811 0.230
H 0.756 -0.777 6.254 0.232
H 3.971 -2.028 1.223 0.236
H 3.951 0.468 1.405 0.233
H 4.380 -0.265 2.949 0.244
H 3.429 -1.646 -0.815 0.261
H -2.024 4.402 -5.801 0.241
H 0.313 5.182 -5.900 0.233
H -0.937 0.687 6.055 0.440
H -2.346 -0.873 -0.295 0.274
H 2.720 4.686 -5.761 0.239
H -3.418 -1.356 4.393 0.235
H -3.309 0.183 6.556 0.256
H 1.118 -1.235 3.197 0.223
H 3.483 2.377 -5.251 0.236
H -3.645 2.511 -5.472 0.269
H -2.893 0.318 4.236 0.232
H 1.868 0.584 -4.849 0.240
H 2.755 0.385 2.699 0.208
H -2.780 -1.497 6.686 0.231
H -1.192 0.151 7.586 0.451
H -1.334 -2.806 5.328 0.214
H -0.228 -1.889 7.226 0.242
H 2.811 -2.170 2.512 0.209
H 0.220 -2.435 4.624 0.249
```

# 6
DFT (ωB97M-V/def2-TZVPD) results for a 3-piece molecular cluster, C3H14NO3 overall in a non-equilibrium geometry.

Results
Electronic energy = -402.372920 Ha
Multiplicity = 2
Charge = +2
Strongest force on any atom = 3.91 eV Å⁻¹

Structure (XYZ):
```
21
Properties=species:S:1:pos:R:3:nbo_charge:R:1
O 1.513 -1.762 -2.028 -0.990
O -1.171 -0.802 1.692 -0.287
O 2.213 2.749 0.865 -1.012
N 0.784 1.014 -0.196 -0.689
C -2.551 -1.052 -0.211 -0.609
C -0.213 -0.184 -0.352 -0.270
C -1.499 -0.185 0.505 0.032
H 2.264 3.406 0.161 0.510
H -0.377 -0.169 -1.453 0.278
H 1.763 -2.694 -2.115 0.506
H 2.189 -1.353 -2.598 0.493
H -3.329 -0.465 -0.738 0.320
H 2.838 2.879 1.579 0.524
H 0.595 1.447 -1.099 0.460
H -2.046 -2.001 -0.450 0.296
H -2.005 0.835 0.663 0.368
H 1.736 0.646 -0.229 0.469
H -1.675 -1.392 2.264 0.566
H 0.769 1.479 0.694 0.485
H 0.362 -1.098 -0.182 0.291
H -3.220 -1.360 0.645 0.260
```

# 7
DFT (ωB97M-V/def2-TZVPD) results for C18H16BrClINO10PtSe as an isolated structure in a non-equilibrium geometry.

Results
Electronic energy = -7355.310327 Ha
Charge = -2
Strongest force on any atom = 3.98 eV Å⁻¹

Structure (XYZ):
```
50
Properties=species:S:1:pos:R:3:nbo_charge:R:1
Pt 0.222 0.140 -0.424 1.125
I -1.636 1.875 -1.811 0.289
Br -5.395 1.151 5.947 -0.022
Se 1.916 1.134 -2.485 2.804
Cl -5.545 -0.473 -0.075 -0.041
O 1.352 -1.621 0.449 -0.709
O -0.585 -3.505 -0.641 -0.513
O 3.259 0.881 -3.286 -1.094
O -1.384 0.016 1.039 -0.777
O -0.013 2.643 0.872 -0.612
O 2.632 -3.358 -0.043 -0.682
O 0.833 -0.091 -2.636 -1.137
O -1.088 -0.715 3.153 -0.675
O 2.164 1.228 -0.865 -1.165
O 1.268 2.526 -2.978 -1.180
N 1.586 3.819 -0.246 -0.826
C -1.646 -2.680 -0.519 0.310
C 1.648 -2.648 -0.211 0.766
C -3.600 1.410 1.662 -0.209
C -2.446 -2.871 0.629 0.054
C -0.613 3.661 -1.200 -0.606
C -1.657 -0.097 2.271 0.771
C -3.629 -2.170 0.758 -0.261
C -2.953 0.653 2.628 -0.032
C -4.035 -1.302 -0.242 -0.051
C -2.063 -1.777 -1.499 -0.264
C -1.977 -3.808 1.697 -0.648
C -4.784 2.060 1.957 -0.196
C -3.481 0.561 3.909 -0.246
C -5.328 1.966 3.228 -0.268
C 0.605 -3.092 -1.304 -0.187
C -4.654 1.227 4.183 -0.080
C 0.346 3.280 -0.097 0.660
C -3.271 -1.108 -1.373 -0.252
H -0.094 4.022 -2.081 0.262
H -3.605 -0.435 -2.151 0.213
H -1.727 -4.776 1.265 0.212
H -3.159 1.463 0.679 0.249
H 0.450 -2.267 -2.002 0.216
H -1.474 -1.609 -2.389 0.238
H -2.955 -0.023 4.648 0.246
H -2.731 -3.925 2.473 0.196
H 2.280 3.361 0.330 0.410
H -1.073 -3.398 2.147 0.257
H -5.289 2.636 1.195 0.203
H -4.231 -2.291 1.648 0.216
H -1.372 4.358 -0.845 0.227
H -6.257 2.461 3.470 0.208
H 0.983 -3.971 -1.835 0.183
H 1.892 3.904 -1.209 0.415
```

# 8
DFT (ωB97M-V/def2-TZVPD) results for a 11-piece molecular cluster, C33H55NO30S4 overall in a non-equilibrium geometry.

Results
Electronic energy = -5194.803170 Ha
Strongest force on any atom = 7.25 eV Å⁻¹
SMILES = C[N+](=O)[O-].O=S1(=O)OCCO1.O=S1(=O)OCCO1.O=S1(=O)OCCO1.O=S1(=O)OCCO1.O=C1CCCO1.O=C1CCCO1.O=C1CCCO1.O=C1CCCO1.O=C1CCCO1.O=C1CCCO1

Structure (XYZ):
```
123
Properties=species:S:1:pos:R:3:lowdin_charge:R:1
S 0.485 -6.055 3.075 0.693
S -3.556 0.733 -6.125 0.760
S 3.131 1.826 6.573 0.757
S 6.704 -4.498 1.031 0.762
O -4.478 -5.064 -0.033 0.045
O -4.416 2.221 2.039 0.098
O -0.767 6.921 -8.716 0.012
O -2.886 0.308 6.650 0.070
O 0.460 7.122 -6.816 0.038
O -4.581 2.656 -0.133 0.020
O 7.567 -5.395 2.134 -0.196
O -1.456 7.568 1.974 0.072
O 8.099 -3.927 0.328 -0.206
O -4.159 1.622 -7.085 -0.242
O -3.015 -1.588 7.617 0.058
O -2.105 1.379 -5.628 -0.205
O 3.265 0.405 6.135 -0.265
O -5.094 -3.662 1.704 0.035
O 5.932 -3.483 1.734 -0.233
O -2.824 -0.543 -6.905 -0.198
O 6.087 -5.404 0.036 -0.261
O 1.495 -4.927 -4.145 0.084
O 1.053 -6.392 -2.436 0.006
O -4.405 0.388 -4.933 -0.270
O 1.227 0.944 -1.678 0.035
O 2.017 2.718 5.767 -0.212
O 2.127 -6.504 3.110 -0.211
O 4.387 2.540 6.722 -0.247
O 0.326 -4.762 2.450 -0.239
O 2.195 1.886 7.948 -0.196
O -0.307 -7.162 2.608 -0.239
O 0.346 -5.968 4.686 -0.218
O 0.546 7.672 2.949 0.035
O 1.401 3.134 -1.459 0.076
N -2.730 -0.878 6.678 -0.454
C -2.049 -1.553 5.503 0.048
C 1.378 -6.071 -3.733 -0.440
C -0.225 7.716 1.872 -0.473
C 0.504 8.281 0.717 -0.072
C 0.900 -0.189 -0.846 -0.135
C 0.853 -7.861 -2.323 -0.111
C 0.337 6.934 -5.406 -0.146
C -1.444 -0.341 -7.035 -0.173
C -4.644 -2.865 -0.664 -0.073
C -1.176 1.126 -6.636 -0.208
C 1.458 3.040 7.994 -0.219
C -4.150 -5.001 -1.429 -0.159
C -4.888 3.738 -0.928 -0.195
C 1.945 8.035 1.217 -0.156
C -5.959 4.033 1.258 -0.045
C 1.106 3.417 6.576 -0.166
C 1.588 -6.237 5.417 -0.120
C -1.865 6.574 -6.464 -0.063
C -1.181 6.869 -5.138 -0.175
C -6.169 4.282 -0.257 -0.148
C 1.169 0.342 0.541 -0.175
C 1.340 -8.468 -3.637 -0.180
C -4.931 2.871 1.148 -0.459
C 1.617 -7.342 -4.583 -0.078
C 2.490 -6.999 4.394 -0.179
C -4.812 -3.897 0.479 -0.410
C 9.291 -4.616 0.733 -0.172
C 0.831 1.820 0.525 -0.056
C -4.575 -3.668 -1.930 -0.186
C -0.709 6.834 -7.417 -0.390
C 1.873 8.051 2.708 -0.163
C 8.824 -5.711 1.635 -0.230
C 1.186 2.053 -0.940 -0.503
H -1.317 6.182 -4.303 0.110
H -6.276 5.329 -0.540 0.111
H 0.648 5.984 -4.972 0.128
H -5.330 4.834 1.648 0.126
H -1.017 -0.627 -7.996 0.136
H 0.195 7.774 -0.197 0.126
H -5.396 -2.076 -0.690 0.126
H 1.391 -6.876 6.278 0.127
H 2.440 7.189 3.062 0.130
H -4.993 3.475 -1.981 0.129
H -2.743 7.160 -6.735 0.130
H -1.045 -1.011 -6.273 0.132
H -1.288 1.935 -7.358 0.127
H -2.813 -1.920 4.818 0.099
H 2.656 -7.429 -4.901 0.126
H 2.104 8.997 3.198 0.136
H 1.488 -1.079 -1.068 0.132
H -6.820 3.687 1.829 0.125
H 1.409 2.348 1.283 0.128
H -1.413 -2.399 5.763 0.093
H -1.522 -0.831 4.880 0.089
H 2.152 3.711 8.499 0.133
H 0.383 9.326 0.432 0.130
H 0.103 3.207 6.207 0.138
H 0.543 -9.125 -3.984 0.111
H 3.525 -6.766 4.647 0.130
H 9.460 -5.932 2.493 0.142
H 2.230 0.222 0.761 0.123
H 2.296 -8.072 4.382 0.126
H -0.155 -0.379 -1.043 0.126
H -6.995 3.631 -0.544 0.114
H 9.749 -5.036 -0.163 0.133
H -2.137 5.522 -6.555 0.124
H -5.558 -3.746 -2.394 0.117
H -1.501 7.798 -4.665 0.108
H 2.032 -5.299 5.750 0.126
H 0.723 -0.230 1.354 0.118
H -4.115 4.505 -0.897 0.124
H 2.589 8.838 0.858 0.114
H 1.483 -8.154 -1.484 0.123
H -4.569 -5.865 -1.945 0.132
H 1.346 4.445 6.302 0.134
H -3.908 -3.361 -2.736 0.122
H 0.919 -7.249 -5.415 0.126
H 2.271 7.108 0.745 0.122
H 9.974 -3.928 1.231 0.131
H -0.182 1.374 -6.266 0.137
H -0.209 -8.035 -2.156 0.121
H 8.754 -6.565 0.962 0.128
H 0.613 7.850 -4.884 0.126
H -3.067 -4.975 -1.542 0.127
H 2.208 -9.108 -3.474 0.113
H -3.671 -2.388 -0.541 0.127
H -0.213 2.130 0.484 0.134
H 0.584 2.876 8.624 0.142
```

# 9
DFT (ωB97M-V/def2-TZVPD) results for C9H31MnO9 as an isolated structure in a non-equilibrium geometry.

Results
Electronic energy = -2189.234860 Ha
Multiplicity = 6
Charge = +1
Strongest force on any atom = 2.30 eV Å⁻¹

Structure (XYZ):
```
50
Properties=species:S:1:pos:R:3:nbo_charge:R:1
Mn -2.852 2.701 0.962 1.691
O 2.110 -2.576 -1.232 -0.753
O -3.221 -2.304 0.677 -0.749
O 1.148 3.101 2.654 -0.697
O 0.426 4.273 -1.951 -0.708
O -2.657 0.597 0.534 -0.803
O 2.891 -1.258 1.317 -0.725
O -1.092 2.024 0.051 -0.804
O 3.077 1.347 -4.818 -0.721
O -1.091 -2.130 2.664 -0.773
C -4.498 -2.912 0.492 -0.258
C -1.514 0.828 -0.006 0.826
C 2.271 -1.667 2.546 -0.260
C 1.730 0.872 -4.833 -0.245
C 2.651 -1.812 -2.352 -0.257
C -0.339 5.406 -1.560 -0.242
C 0.951 1.690 2.719 -0.242
C -0.711 -0.270 -0.612 -0.753
C -1.501 -2.370 3.995 -0.241
H -4.319 -3.981 0.382 0.198
H 3.719 -1.692 -2.182 0.200
H -3.391 -1.356 0.571 0.481
H -0.540 5.256 -0.491 0.126
H 1.117 1.589 -5.379 0.175
H 2.202 -2.762 2.597 0.169
H -5.202 -2.813 1.327 0.169
H -2.293 -3.125 4.021 0.171
H -0.697 -2.717 4.639 0.189
H -1.925 -1.443 4.396 0.148
H 1.716 -0.147 -5.241 0.165
H -1.769 -2.294 2.001 0.498
H 1.418 0.741 -3.797 0.161
H 2.006 -0.945 -2.457 0.165
H -0.452 -0.041 -1.643 0.269
H 2.896 -1.430 3.407 0.182
H 0.246 -0.255 -0.070 0.277
H 1.276 -1.223 2.566 0.167
H 3.364 1.462 -5.728 0.468
H -1.067 -1.281 -0.438 0.283
H 0.462 3.455 2.085 0.438
H 1.140 1.165 1.775 0.165
H 2.206 -1.419 0.657 0.468
H -5.041 -2.540 -0.381 0.170
H -0.101 1.470 2.958 0.124
H 2.067 -3.469 -1.588 0.477
H 0.040 3.477 -1.578 0.463
H -1.285 5.563 -2.090 0.156
H 1.616 1.280 3.471 0.212
H 0.239 6.305 -1.746 0.209
H 2.575 -2.370 -3.291 0.172
```

# 10
DFT (ωB97M-V/def2-TZVPD) results for a 2-piece molecular cluster, C4H11NO overall in a non-equilibrium geometry.

Results
Electronic energy = -288.931101 Ha
Strongest force on any atom = 2.31 eV Å⁻¹
SMILES = C=CCNC.O

Structure (XYZ):
```
17
Properties=species:S:1:pos:R:3:nbo_charge:R:1
O -0.604 5.015 -2.769 -0.927
N 0.653 0.006 -0.056 -0.616
C -1.096 -2.286 1.939 -0.387
C 0.882 -0.670 -1.329 -0.415
C -0.469 -1.109 1.908 -0.186
C 0.774 -0.866 1.098 -0.268
H 1.486 -0.382 1.790 0.183
H -0.739 4.524 -1.948 0.464
H -1.347 5.641 -2.692 0.463
H 0.127 -1.413 -1.619 0.165
H -0.289 0.371 -0.184 0.354
H 0.920 -0.012 -2.189 0.201
H -0.544 -3.191 1.700 0.193
H -2.113 -2.377 2.264 0.198
H 1.295 -1.802 0.874 0.191
H 1.855 -1.167 -1.319 0.189
H -0.791 -0.281 2.532 0.198
```